(1)
The following is a quantum chemistry calculation of C22H11Cl5F5N2O2STc as an isolated structure, from the OMol25 dataset.

```
49
Properties=species:S:1:pos:R:3:forces:R:3
Tc 0.5317 -0.4075 -0.0697 0.226 0.521 -0.497
Cl -4.5603 -3.5620 0.4008 0.017 -0.012 0.002
Cl 1.5684 -2.8097 0.2108 -0.073 -0.077 -0.042
Cl 0.3944 -5.7041 0.3933 -0.055 -0.027 0.002
Cl -2.7284 -6.0576 0.4716 -0.038 -0.029 0.006
Cl -3.4010 -0.7500 0.2577 0.161 -0.041 -0.013
S 1.8119 1.5890 0.4945 -0.116 -0.325 0.459
F 2.5587 3.7937 2.4338 -0.013 -0.017 -0.022
F 1.2559 1.5970 6.3614 0.010 0.018 0.001
F 0.7171 -0.5164 2.2042 -0.106 -0.181 0.153
F 0.4532 -0.5597 4.8852 0.001 -0.007 -0.018
F 2.3048 3.7514 5.1088 0.006 0.018 -0.032
O 0.5733 -0.4803 -1.9157 -0.280 0.190 -0.639
O 3.1194 -0.7654 -0.8558 0.139 -0.058 0.037
N -2.4246 2.3709 -0.9088 -0.079 0.161 0.093
N -0.9270 1.0085 -0.1553 -0.141 -0.213 0.366
C -2.4002 2.5449 0.4605 -0.096 -0.001 -0.224
C -1.9482 1.5419 -3.6944 -0.064 0.015 -0.036
C -0.2042 0.1163 -2.8804 0.576 -0.489 0.495
C -1.6636 1.1675 -4.9894 0.026 -0.015 -0.038
C 1.6435 1.6362 2.2423 0.143 0.258 -0.276
C -0.1605 -3.0769 0.2937 0.260 0.065 0.038
C -0.9096 -1.9158 0.2441 -0.135 0.289 0.450
C -2.8585 -3.3616 0.3587 -0.070 0.062 0.004
C -2.2981 -2.0812 0.2907 0.019 0.031 -0.041
C -1.4715 1.6848 0.9236 0.145 -0.046 -0.193
C 1.3817 1.6037 5.0442 -0.025 -0.028 0.158
C -1.2236 1.0223 -2.6188 -0.262 0.259 0.274
C -0.6613 -4.3598 0.3569 0.053 -0.060 0.010
C 1.9157 2.7056 4.3960 0.040 0.098 0.021
C 0.0908 -0.2625 -4.1813 -0.015 -0.018 -0.259
C 1.1273 0.5756 2.9367 -0.254 -0.569 -0.034
C -0.6353 0.2610 -5.2325 0.043 -0.042 -0.037
C 0.9754 0.5106 4.3025 -0.011 -0.001 0.059
C 4.2834 -0.6406 -0.0255 -0.139 0.036 -0.098
C -2.0450 -4.4968 0.3920 -0.009 -0.113 -0.003
C 2.0385 2.7175 3.0171 0.121 0.257 -0.010
C -1.5172 1.4408 -1.2556 -0.052 0.067 -0.114
H -2.2375 1.5773 -5.8087 0.011 -0.007 0.006
H 3.3009 -0.4042 -1.7297 0.009 0.014 -0.002
H -1.1566 1.5054 1.9358 -0.010 -0.027 -0.019
H -0.4040 -0.0391 -6.2456 -0.008 0.005 0.008
H 4.0490 -1.1224 0.9222 -0.007 -0.003 -0.004
H 4.5207 0.4057 0.1607 0.038 0.028 0.016
H 0.8888 -0.9768 -4.3405 -0.036 0.032 0.001
H 5.1335 -1.1475 -0.4786 0.027 -0.005 -0.015
H -3.0419 3.2445 0.9661 0.009 -0.018 -0.030
H -3.0048 2.8804 -1.5523 -0.009 0.027 0.017
H -2.7546 2.2455 -3.5271 0.023 -0.018 0.015
```
Positions in Å, forces in eV/Å.

Summary:
* Kohn-Sham gap (spin up / spin down): 6.1051 / 6.5910 eV
* max |F|: 0.9 eV/Å
* charge: +1
* spin multiplicity: 2
* ΔE to the lowest compared entry with this formula, charge and spin: 1.5558 eV
* HOMO level (spin up / spin down): -11.3 / -11.3 eV


(2)
The following is a quantum chemistry calculation of C22H12Co2N3O8 as an isolated structure in a non-equilibrium geometry, from the OMol25 dataset.

```
47
Properties=species:S:1:pos:R:3:forces:R:3
Co 2.5519 3.2278 1.0497 0.500 -0.005 -0.509
Co 2.7394 0.3488 1.6488 2.062 -4.896 -3.656
O 2.0682 -0.8953 -0.9420 -0.051 0.227 0.528
O 1.1550 5.3799 2.4306 0.209 -0.015 -0.075
O 5.0614 4.3721 0.1197 -0.035 0.153 -0.119
O 0.6977 2.5390 -1.0895 0.321 0.253 -0.078
O 5.4885 0.7603 0.7232 -0.621 -0.177 0.295
O -1.5582 -6.1565 -1.7272 -1.312 1.404 -0.003
O -3.5688 -5.3695 -1.3289 1.790 0.255 -0.650
O 3.3483 -1.9351 3.3841 -0.273 0.398 -0.166
N 1.5658 0.7092 -3.9557 -2.682 -2.427 1.595
N 0.6491 0.1654 -3.5056 1.299 3.066 -0.994
N -2.3872 -5.2167 -1.7165 -0.637 -2.047 0.615
C -0.9504 1.1827 2.1419 -0.125 -0.114 0.514
C -0.6143 -3.7372 -2.5217 -0.525 0.013 0.076
C 2.7020 1.8868 2.5506 -1.476 2.926 2.929
C 0.2048 1.5538 2.9154 -0.219 -0.475 0.201
C -3.2989 0.4359 0.7773 -0.257 -0.010 0.024
C -0.5775 -0.0393 -3.0195 0.416 0.273 -0.638
C -2.1251 1.9812 2.2108 0.174 -0.338 0.028
C 2.1907 -0.3754 0.0882 -0.199 0.114 -0.467
C -1.9651 -3.9311 -2.1566 0.438 1.139 -0.192
C 1.7457 4.5546 1.8662 -0.503 -0.036 0.358
C -1.0517 -1.3542 -2.7927 -0.101 -1.347 0.308
C -2.8789 -2.8541 -2.1553 0.449 -0.512 -0.047
C -2.4249 -1.5924 -2.4765 0.511 0.278 -0.244
C -0.1681 -2.4707 -2.8485 -0.470 -0.030 0.019
C 3.0089 -1.0425 2.7314 0.376 -0.688 0.355
C -3.2793 1.6112 1.5410 0.159 -0.256 -0.181
C -0.9669 0.0499 1.3006 -0.385 -0.308 -0.112
C 1.4747 1.1882 2.6086 -0.282 3.155 0.324
C 4.0835 3.8812 0.5062 0.703 -0.141 0.213
C -2.1488 -0.3516 0.6839 0.472 0.340 0.120
C 1.4678 2.8410 -0.2722 -0.963 -0.600 -0.135
C 4.4042 0.5911 1.0841 0.701 0.432 -0.238
H 3.2962 2.1813 3.4183 0.142 -0.400 -0.074
H -3.1112 -0.7423 -2.4752 0.213 -0.282 0.121
H 0.0552 -4.5958 -2.5219 -0.175 0.291 0.018
H 0.0672 2.3377 3.6648 -0.040 0.248 -0.417
H -4.1768 2.2243 1.6183 0.130 -0.056 -0.062
H 0.8761 -2.3301 -3.1306 -0.277 0.026 0.233
H -2.0848 2.8919 2.8110 -0.072 -0.211 -0.125
H -1.2381 0.8299 -2.9174 0.777 -0.206 0.013
H -3.9161 -3.0491 -1.8842 0.332 0.141 -0.062
H -0.0459 -0.5262 1.1743 -0.448 0.159 0.233
H -2.1629 -1.2913 0.1320 -0.021 0.267 0.033
H -4.2028 0.1310 0.2567 -0.024 0.020 0.090
```
Positions in Å, forces in eV/Å.

Summary:
* Kohn-Sham gap (spin up / spin down): 2.6875 / 2.9689 eV
* max |F|: 6.4 eV/Å
* charge: -2
* spin multiplicity: 2
* HOMO level (spin up / spin down): 0.3 / 0.0 eV


(3)
The following is a quantum chemistry calculation of C22H13F4N6OPt as an isolated structure, from the OMol25 dataset.

```
47
Properties=species:S:1:pos:R:3:forces:R:3
Pt 0.5933 1.6533 -2.0732 -0.249 0.159 0.397
F 2.1413 -2.7407 5.7763 0.006 0.004 0.008
F 4.5248 0.7303 3.5552 -0.024 0.001 -0.014
F 2.7279 0.7329 1.6452 0.012 0.000 0.014
F 0.3520 -2.7322 3.8589 -0.004 0.008 -0.008
O -5.6096 -1.7311 -2.5873 -0.002 -0.003 0.000
N -1.2292 0.8819 -2.5165 0.053 -0.059 -0.127
N -1.6886 -2.3314 1.5916 0.030 -0.038 -0.129
N 6.3348 0.6652 5.8893 0.021 -0.034 0.119
N 0.5833 0.5171 -0.4167 -0.052 0.060 -0.051
N -3.4186 -0.0874 -3.0468 -0.015 -0.022 -0.004
N 4.2275 -2.4179 7.9413 0.046 -0.024 -0.015
C -2.2582 0.4235 -2.7675 -0.002 0.022 0.045
C 2.5875 -0.1055 2.6704 -0.019 0.000 -0.014
C 1.7162 2.3665 -3.9581 0.099 0.025 -0.008
C 4.2447 -1.7939 6.9778 -0.096 0.048 0.022
C 0.4905 -0.9519 1.6881 -0.129 -0.013 -0.058
C -0.6909 -1.7662 1.6551 -0.045 0.067 0.229
C -4.3761 -2.3187 -2.9501 0.007 0.004 0.004
C 5.4339 -0.0457 5.8610 -0.019 0.049 -0.190
C 1.3624 -1.8793 3.8041 -0.008 0.004 -0.024
C 0.5570 -0.0883 0.5542 0.256 -0.095 -0.097
C 4.3159 -0.9444 5.8236 0.071 -0.055 0.072
C 2.2786 -1.8845 4.7845 0.030 0.022 0.019
C 2.3546 2.9399 -1.8361 0.002 -0.049 -0.051
C 1.4337 -0.9770 2.6744 0.021 -0.016 0.015
C 0.8141 3.3882 -3.4237 0.030 0.022 -0.035
C 3.4181 -0.9783 4.8048 -0.040 -0.009 -0.040
C 2.6751 2.1088 -2.9913 0.076 0.039 -0.098
C -3.5542 -1.3538 -3.7883 -0.003 -0.003 0.001
C -4.6713 0.4879 -2.5269 -0.010 0.004 0.004
C -5.4218 -0.5943 -1.7687 0.009 0.003 0.003
C 3.5063 -0.1019 3.6454 0.008 0.008 0.038
C 1.3191 3.8509 -2.1885 0.038 -0.022 -0.098
H -5.2654 0.8350 -3.3745 0.003 0.002 0.000
H 2.9346 2.9704 -0.9268 -0.021 -0.013 0.015
H -4.6050 -3.2143 -3.5244 0.000 0.000 -0.002
H -3.8158 -2.6067 -2.0512 -0.001 -0.001 0.001
H 0.9314 4.6567 -1.5894 -0.042 -0.047 0.035
H -4.0635 -1.1447 -4.7310 0.003 0.001 -0.001
H 3.4775 1.3922 -3.0455 -0.007 -0.009 0.002
H -4.8689 -0.8693 -0.8611 -0.002 -0.001 0.000
H -2.5631 -1.7515 -3.9985 0.001 0.000 0.002
H -6.4100 -0.2375 -1.4847 0.000 0.001 -0.001
H -0.0186 3.8113 -3.9629 -0.011 -0.016 0.005
H 1.6283 1.9012 -4.9258 -0.023 -0.024 0.012
H -4.4357 1.3353 -1.8857 0.003 -0.002 0.002
```
Positions in Å, forces in eV/Å.

Summary:
* Kohn-Sham gap: 4.8808 eV
* max |F|: 0.5 eV/Å
* charge: +1
* HOMO level: -10.7 eV


(4)
The following is a quantum chemistry calculation of C22H13N5OS as an isolated structure in a non-equilibrium geometry, from the OMol25 dataset.

```
42
Properties=species:S:1:pos:R:3:forces:R:3
S 0.8966 -2.8987 0.6648 1.395 2.446 -0.022
O 6.5815 -0.7246 -0.3413 1.638 2.080 0.384
N 2.0790 -0.5078 -0.0051 -4.129 2.284 1.244
N 3.5988 -3.3835 0.3749 1.087 -13.222 1.238
N -2.6992 1.0873 0.0422 -2.206 4.732 -0.593
N 4.6446 -2.7961 0.5389 9.136 8.035 -3.097
N 2.9217 -1.3643 0.3630 9.134 -3.042 -0.746
C 7.1837 0.5782 -0.6021 5.004 -7.110 1.083
C 2.6826 -2.7056 0.5138 -13.775 6.331 0.218
C 4.3945 -1.4779 0.1726 -0.628 -0.877 1.794
C 5.3168 -0.3486 -0.2390 -0.931 -15.006 3.808
C -0.3871 1.1927 0.4106 2.622 3.002 -2.049
C 6.2565 1.3832 -0.6952 -6.351 4.310 -0.643
C -1.8128 3.3369 0.1438 4.335 -2.504 0.214
C -1.5133 -0.9359 0.1719 1.769 6.841 -0.343
C 0.9150 -0.9161 0.4067 5.366 -5.597 -1.133
C -1.6620 2.0328 0.2098 0.894 -11.097 -0.100
C -4.0436 -2.3200 -0.8783 -7.415 6.804 5.832
C 0.7967 2.0363 0.3306 -0.502 1.429 3.174
C 4.9027 0.7539 -0.4315 1.459 11.090 -2.878
C 0.6911 3.5014 0.5493 -1.206 -7.059 -2.747
C -0.2500 -0.3628 0.2741 -9.790 7.747 0.365
C -0.5707 3.8316 0.2856 -0.826 11.420 3.214
C -2.7492 -0.1528 -0.0960 6.083 -2.073 1.821
C -5.3511 -2.8565 -0.7915 3.872 -1.225 -1.562
C -4.9825 -0.1664 0.2785 -4.364 -1.052 1.069
C -3.9220 -0.9125 -0.1703 -2.069 -1.967 -2.533
C -6.3937 -2.1487 -0.2954 -4.017 -0.631 0.614
C -6.2107 -0.8983 0.1880 -2.274 2.492 2.235
H -7.5389 -2.5717 -0.2306 3.298 0.779 -0.287
H -5.4463 -3.8732 -1.1335 -0.383 -0.190 -0.241
H -3.2089 -2.6104 -1.2364 5.317 -2.852 -2.600
H 1.5692 4.0428 0.4745 1.150 1.487 0.480
H -5.1775 0.8527 0.8410 1.660 -2.200 -1.495
H 6.3616 2.3148 -1.0700 0.339 3.128 -0.623
H 8.2737 0.5397 -0.5863 -0.622 0.267 -0.370
H -0.6767 5.1095 0.7063 0.161 -3.064 -1.893
H -7.1783 -0.4768 0.7085 2.060 -0.373 -1.227
H 1.8210 1.8003 0.5896 -0.060 -1.308 -0.628
H -1.3728 -1.8542 0.0027 -0.354 -7.621 -0.984
H -2.7123 3.7143 0.1829 -4.237 2.646 -0.160
H 3.9726 1.1547 -0.6219 -1.638 0.722 0.167
```
Positions in Å, forces in eV/Å.

Summary:
* Kohn-Sham gap: 7.1041 eV
* max |F|: 15.5 eV/Å
* charge: 0
* HOMO level: -8.6 eV


(5)
The following is a quantum chemistry calculation of C22H14BCl5F2LuN2O2S2 as an isolated structure in a non-equilibrium geometry, from the OMol25 dataset.

```
51
Properties=species:S:1:pos:R:3:forces:R:3
Lu -0.0855 -0.6763 -1.8660 -0.186 0.615 -0.229
Cl 2.4728 2.8969 -6.6724 0.390 -0.121 -0.369
Cl -0.7648 5.8937 -3.6745 -0.001 -0.381 0.224
Cl 1.5677 0.3483 -5.2603 -0.364 0.249 0.213
Cl 1.2718 5.5645 -6.0812 -0.286 0.665 0.276
Cl -1.4939 3.3311 -1.9458 0.084 -0.337 -0.394
S -2.4499 -1.0916 -0.7599 0.046 -0.121 0.391
S -2.8093 -2.0999 1.9029 -1.063 -0.599 -0.596
F 0.9996 -4.0416 -2.0716 0.464 -1.126 0.604
F 0.2637 -3.3191 -4.0361 0.006 -0.063 0.435
O -0.6294 0.7754 -3.3271 0.309 0.431 -0.061
O 1.6109 0.5022 -1.7261 0.823 1.040 0.601
N 0.0187 0.1066 0.3463 -0.271 0.410 0.727
N -0.7308 -0.6147 1.3278 1.072 0.161 -0.368
C -2.4857 -4.0917 5.1239 0.086 -0.710 -0.994
C -1.8977 -3.6994 3.9020 0.067 -1.478 1.163
C 2.8145 2.5223 -1.8683 0.811 -0.181 -1.474
C -1.1646 -4.6807 3.2024 -0.562 -0.466 2.136
C 0.8717 1.8948 -4.8075 0.146 -2.632 0.416
C -2.4902 -5.4463 5.5270 0.170 1.540 0.424
C -1.7525 -1.2029 0.8587 -0.744 0.419 -0.905
C 1.5939 3.4710 0.3816 -0.306 0.108 -0.296
C 1.8753 1.6898 -1.1970 0.554 -1.085 -1.190
C 0.2085 1.6331 2.1771 0.795 1.236 0.232
C -0.9486 -5.9461 3.7332 -1.844 0.573 0.411
C 2.9923 3.8410 -1.5584 0.102 0.457 0.954
C 0.4951 1.2403 0.7961 -0.253 -0.963 -0.492
C -0.1343 4.3185 -4.0472 0.525 0.489 -0.544
C 2.3423 4.3284 -0.4034 -0.327 0.948 0.841
C -0.4962 3.1703 -3.3661 -0.420 -0.282 0.436
C 1.2958 2.1384 -0.0021 0.655 0.403 -0.538
C -1.9290 -2.2869 3.4209 -0.376 -0.020 1.435
C 0.7770 4.2381 -5.1035 -0.192 0.360 0.027
C -1.6805 -6.3244 4.8743 0.552 -0.848 -0.798
C -0.0925 1.8645 -3.7937 -0.901 0.708 0.311
C 1.3000 3.0122 -5.4331 0.439 0.555 -0.537
B 0.4478 -3.0275 -2.7037 -0.248 0.965 -1.148
H 3.7018 4.4571 -2.1292 -0.506 -0.251 0.236
H 3.4296 2.1625 -2.7386 -1.097 -0.153 0.938
H -3.0643 -5.7406 6.4048 0.170 0.033 -0.186
H -0.4584 -6.7101 3.1762 0.645 -0.241 -0.295
H -1.6519 -7.3587 5.1814 0.087 -0.149 0.140
H 1.1650 3.9189 1.2726 -0.106 -0.320 -0.006
H -2.9820 -3.3890 5.7621 -0.340 0.491 0.003
H -0.7347 -4.4502 2.2965 0.906 0.666 -1.989
H -2.4159 -1.6881 4.2263 0.684 -0.025 -0.661
H 1.0846 2.1032 2.6447 -0.348 -0.060 -0.112
H -0.9106 -2.0184 3.2199 0.473 0.751 0.108
H 2.3576 5.3854 -0.0172 0.425 -1.112 -0.851
H -0.6154 2.3298 2.1507 -0.335 0.386 0.236
H -0.0896 0.7661 2.6806 -0.407 -0.935 1.111
```
Positions in Å, forces in eV/Å.

Summary:
* Kohn-Sham gap: 7.8565 eV
* max |F|: 2.7 eV/Å
* charge: -1
* HOMO level: -5.5 eV